[1]
49
Properties=species:S:1:pos:R:3:forces:R:3 method="wB97M-V/def2-TZVPD" charge=+1 lumo_energy_ha=-0.0958 e_above_lowest_kcal_mol=0.0 orbital_gap_ev=10.35
H 3.4480 3.7350 -3.3947 0.0 0.0 0.0
H -3.2006 -2.0698 0.7878 0.0 0.0 0.1
H -1.5633 -1.5489 -0.7974 0.1 0.0 0.0
H -2.1369 4.2408 0.9607 0.0 0.0 0.0
H 3.1606 1.4868 0.1981 -0.1 0.0 -0.1
H -3.6859 4.5524 0.1433 0.1 0.1 0.0
H -0.4547 -4.6442 0.6979 0.0 0.0 0.0
H 4.7967 2.6502 -3.0161 0.0 0.0 0.0
H 4.2295 0.0929 0.3878 0.0 0.0 0.0
H 2.2048 1.7656 -3.7046 0.0 0.0 -0.1
H 3.3799 0.3322 -1.1418 0.0 0.1 0.0
H 4.1332 2.6826 -4.6564 0.0 0.0 0.0
C 2.1538 -0.4327 0.4422 0.1 0.0 -0.1
H -1.6467 -4.9920 2.7619 0.0 0.0 0.0
O -1.0389 0.7460 -2.1989 -0.4 0.0 0.0
H 0.8655 -0.8046 -1.2060 0.0 0.0 0.0
O 2.4760 -1.7971 0.1736 -0.2 0.0 0.1
H 0.3837 -0.8088 2.5273 0.1 0.1 0.1
Br 0.6997 2.5629 1.4373 0.0 0.1 -0.1
H -2.0396 -3.2858 2.9369 0.0 0.0 0.0
H -2.0195 -3.9145 0.4850 0.0 0.0 0.0
C -2.9721 3.7835 0.4324 0.0 -0.2 0.1
O -0.0692 -0.0177 2.8405 -0.1 -0.1 -0.1
H -0.3696 -3.8294 3.0765 0.0 0.0 0.0
H 2.0194 -0.2762 1.5152 -0.1 0.1 -0.1
C -1.3054 -3.9833 2.5335 0.0 0.1 0.0
H -3.2426 3.0210 -1.5872 -0.1 -0.1 0.1
C -0.3445 -2.5241 0.6365 -0.1 0.0 -0.1
C 0.9082 -0.0762 -0.3943 -0.1 0.1 0.0
N -0.5094 0.0111 0.1793 -0.3 -0.3 -0.1
H 0.3162 -2.7423 -0.1999 0.0 0.1 0.0
H -2.3626 -1.2858 2.1305 0.0 0.0 0.0
C -1.2586 -1.3623 0.2388 -0.1 -0.1 0.1
H -3.4782 3.1140 1.1288 -0.1 0.0 -0.1
P -0.7981 0.9583 1.7922 0.0 -0.2 0.1
H -0.6956 -0.0794 -2.5485 0.4 0.1 0.0
B -1.3339 0.8356 -0.8855 -0.1 -0.1 -0.1
C -1.0802 -3.8152 1.0330 0.2 -0.1 0.0
H -3.0850 -0.3262 0.8347 0.0 0.0 0.0
C 3.2979 0.4387 -0.0599 0.2 -0.2 0.1
H -1.5689 3.3744 -1.1721 0.0 0.0 0.0
C -2.5435 -1.2455 1.0571 0.0 0.2 0.0
O -2.3179 1.5984 -0.3964 0.7 0.4 0.4
H 2.8374 -2.2151 0.9583 0.2 0.0 0.0
H 0.3359 -2.2465 1.4472 -0.1 0.0 0.0
O 3.0141 1.6971 -3.1903 -0.2 0.0 0.0
C 3.8831 2.7539 -3.5965 0.0 0.0 0.0
C -2.5135 2.9964 -0.7794 -0.2 0.0 -0.3
H 1.0912 0.8938 -0.8484 0.0 0.0 0.0


[2]
65
Properties=species:S:1:pos:R:3:forces:R:3 method="wB97M-V/def2-TZVPD" charge=+3 lumo_energy_ha="-0.3585 / -0.4808" multiplicity=5 orbital_gap_ev="7.91 / 4.57"
H -2.4967 0.2669 0.8179 0.0 0.0 0.0
Pd 0.4316 0.6500 0.0924 0.0 0.0 -0.1
C -1.1799 -5.2242 -2.5736 -0.1 -0.2 -0.1
C 3.3363 0.0552 4.1357 0.0 0.0 -0.1
O 0.1204 -3.0574 -3.4112 0.0 0.0 0.0
C -4.5588 0.4710 1.2468 0.1 0.0 0.0
F -2.3139 -4.7630 -3.0768 0.1 0.0 0.0
C 0.2447 -2.9832 1.3197 -0.1 -0.1 -0.1
H 4.0081 -0.1121 4.9666 0.0 0.0 0.0
C 3.4030 0.5474 0.4134 0.2 -0.1 0.0
N 0.4251 1.1063 -2.1718 0.0 0.0 -0.2
F -0.0983 -4.2389 1.2034 0.0 0.0 0.1
N -1.0579 -2.9627 -1.1727 0.3 -0.1 -0.3
C -4.6271 3.2689 2.5408 0.2 0.0 -0.1
H -4.7659 2.3543 3.1060 0.0 0.0 0.0
N -3.3470 3.2216 1.8041 0.0 -0.1 0.0
N 2.4952 0.8718 -0.4885 0.0 0.2 -0.1
H -0.6330 1.5296 3.5266 0.0 0.0 0.0
C 1.6796 1.0665 -2.7173 0.0 0.0 0.2
C 2.9436 0.3930 1.7987 -0.1 0.1 -0.1
C 1.8900 1.1654 -4.1041 -0.1 0.0 -0.1
H -4.5588 4.1032 3.2331 0.0 0.0 0.0
H 4.3618 0.6769 -3.2965 0.0 0.0 0.0
H -5.2659 1.2201 0.9062 0.0 0.0 0.0
C -0.6111 1.2231 -2.9761 -0.1 -0.1 -0.1
O -1.2553 -0.9921 0.3452 0.0 -0.2 -0.1
F -0.5553 -5.9860 -3.4539 -0.1 0.1 0.1
C 1.1226 0.3605 3.2336 0.0 -0.1 0.1
H -2.7322 0.9995 -3.1604 0.0 0.0 0.0
H -2.0628 0.4604 -1.6139 0.0 0.0 0.0
C 5.1009 0.3800 -1.3153 0.0 0.0 0.0
H -2.8680 4.1066 1.7051 0.0 0.0 0.0
H 0.9354 1.3918 -6.0241 0.0 0.0 0.0
H -0.6299 0.0128 4.4105 0.0 0.0 0.0
C 3.8302 0.1832 2.8372 0.0 0.0 0.1
C 4.7564 0.3082 0.0158 -0.1 0.0 0.1
S -0.3614 -2.0457 -0.2135 0.4 0.4 0.2
S -0.0431 -3.8158 -2.2152 -0.2 0.2 0.1
C 4.1143 0.6603 -2.2466 -0.2 0.0 0.0
C 1.9812 0.1495 4.3274 0.0 0.0 0.0
C -0.3507 0.4732 3.4650 0.0 0.0 0.0
H -0.9059 -0.0173 2.6683 0.0 0.0 0.0
C -1.9866 1.2148 -2.3982 0.0 0.0 0.0
H -4.6367 -0.4029 0.6062 0.0 0.0 0.0
N 1.5970 0.4747 1.9978 0.1 -0.2 0.1
H 2.8829 1.1350 -4.5243 0.0 0.0 0.0
H -2.2211 2.2022 -1.9867 0.0 0.0 0.0
S -1.0563 2.5934 0.7779 0.1 0.0 -0.1
C 2.7808 0.8900 -1.8054 0.2 -0.1 0.0
H 6.1183 0.1933 -1.6315 0.0 0.0 0.0
F -0.3299 -2.4508 2.4020 0.0 0.0 0.0
H -4.7689 0.1794 2.2731 0.0 0.0 0.0
H 5.5055 0.0510 0.7496 0.0 0.0 0.0
H 1.5553 0.0578 5.3173 0.0 0.0 0.0
F 1.5593 -2.8558 1.4309 -0.1 0.0 0.0
H -5.4539 3.4340 1.8534 0.0 0.0 0.0
O 0.8662 -1.3487 -0.7130 -0.3 -0.3 0.4
O 1.0841 -4.3116 -1.4933 0.0 0.1 0.0
C -0.4499 1.3382 -4.3895 0.0 0.0 0.0
F -1.4158 -5.8938 -1.4582 0.0 0.1 -0.1
C -2.7182 2.1813 1.2831 0.0 0.2 0.1
H 4.8946 0.1248 2.6693 0.0 0.0 0.0
C 0.7992 1.3120 -4.9543 0.1 0.0 0.1
H -1.3328 1.4362 -5.0075 0.0 0.0 0.0
N -3.1746 0.9668 1.1130 0.0 0.0 0.0


[3]
5
Properties=species:S:1:pos:R:3:forces:R:3 method="wB97M-V/def2-TZVPD" charge=-1 lumo_energy_ha="-0.0319 / -0.0306" e_above_lowest_kcal_mol=61.1 orbital_gap_ev="2.91 / 3.02"
S 1.1367 1.6918 0.6974 -1.2 -2.0 -1.5
Cl -4.3610 0.8858 0.7448 0.1 0.0 -0.1
O 0.4114 -1.2170 0.6247 -1.2 -0.3 0.2
S 0.6170 -0.1409 -0.2822 3.8 1.5 1.3
O 1.4350 -0.4626 -1.4371 -1.5 0.7 0.1


[4]
13
Properties=species:S:1:pos:R:3:forces:R:3 method="wB97M-V/def2-TZVPD" charge=0 lumo_energy_ha=0.0304 e_above_lowest_kcal_mol=22.1 smiles="NC(=S)C1CC1" orbital_gap_ev=9.06
H -1.5001 -0.9277 -1.6603 -0.4 0.1 -0.2
S 1.0127 -1.4264 -1.0064 0.5 -0.5 -0.2
N -1.2846 -0.2396 -0.9650 0.9 0.0 0.4
H 0.6399 2.6029 1.4339 -0.3 -0.2 -0.7
H -0.3341 0.8328 2.7701 0.6 0.0 1.6
C 0.3271 0.5111 0.7295 0.6 0.2 0.1
C -0.0565 -0.3409 -0.4221 -0.2 0.2 -0.1
C -0.0880 1.9717 0.9040 0.1 -0.7 0.9
H -0.7135 2.4535 0.1575 0.1 -0.1 0.2
C -0.6873 0.8765 1.7950 1.0 1.2 -1.6
H -1.9340 0.4266 -0.6241 -0.7 0.3 0.1
H 1.3895 0.2788 1.0136 -1.5 0.2 0.0
H -1.7308 0.7219 1.7281 -0.8 -0.6 -0.5


[5]
7
Properties=species:S:1:pos:R:3:forces:R:3 method="wB97M-V/def2-TZVPD" charge=-1 lumo_energy_ha=0.1969 e_above_lowest_kcal_mol=2.8 smiles=NC[O-] orbital_gap_ev=7.43
H -0.8636 0.1192 -1.0417 0.1 0.3 -0.1
N 0.9483 0.1702 0.0293 0.1 0.1 -0.1
C -0.5782 0.1491 0.0420 -0.2 -0.9 0.3
H 1.2248 -0.5547 0.6882 -0.2 0.0 0.0
O -1.1187 -0.8611 0.7319 0.3 0.2 -0.1
H 1.2375 -0.1684 -0.8808 0.1 -0.2 0.0
H -0.8502 1.1457 0.4310 -0.2 0.3 0.0


[6]
16
Properties=species:S:1:pos:R:3:forces:R:3 method="wB97M-V/def2-TZVPD" charge=0 lumo_energy_ha=0.0379 e_above_lowest_kcal_mol=107.5 orbital_gap_ev=9.26
H 2.1311 -1.1520 -0.2564 0.0 0.2 0.0
C -1.4043 -1.0315 0.5747 -0.1 0.0 0.2
H 0.0468 -1.5746 -1.0425 -0.1 0.1 0.1
H -1.4548 1.9955 0.9374 0.1 0.0 -0.1
C -0.6889 0.1731 0.1229 -0.1 0.1 0.0
H 1.9676 0.5012 -0.9133 0.0 -0.1 0.1
H -0.6925 2.1334 -0.7375 0.0 -0.1 0.1
O 1.0001 0.1284 0.8936 0.0 0.2 0.1
H -1.4793 -0.7879 -1.6746 0.1 0.0 0.1
H 3.0174 0.1867 0.4995 -0.1 0.0 -0.1
H -2.4810 -0.9436 0.7002 0.2 0.0 0.0
H -0.9105 -1.6987 1.2735 -0.1 0.1 -0.1
C 2.0761 -0.0888 0.0108 0.2 -0.1 -0.1
H 0.5178 1.2128 0.7792 0.2 -0.3 0.1
C -0.8132 -0.9448 -0.8295 0.1 0.0 -0.2
C -0.7869 1.5738 0.1905 -0.4 0.0 -0.2


[7]
23
Properties=species:S:1:pos:R:3:forces:R:3 method="wB97M-V/def2-TZVPD" charge=0 lumo_energy_ha=0.0026 e_above_lowest_kcal_mol=53.2 orbital_gap_ev=8.49
C -0.7133 -0.6867 0.7737 1.7 2.9 2.6
C -3.0942 -0.7446 -0.6494 -0.3 -2.2 -0.8
H 0.4435 1.4863 1.9616 1.4 0.8 -2.4
N 3.4473 -0.2586 0.3865 1.1 -1.8 -1.6
H -3.3965 -2.7236 0.2230 0.3 0.4 0.1
C -1.0850 0.4194 0.0067 -1.2 -1.5 0.2
C 0.2761 1.7233 -1.7882 1.4 1.3 0.9
C -2.7655 -1.8298 0.1888 0.5 0.9 -1.0
O 2.1221 -2.1529 0.2893 -1.2 -1.7 -0.9
C -2.2637 0.3261 -0.7374 1.1 1.3 -1.4
H -3.8116 -0.9532 -1.4532 -0.2 0.6 0.7
Cl 1.0340 0.1238 -2.1704 -0.5 1.3 -0.1
H 0.0957 -0.4109 1.5802 -1.2 -1.6 -1.9
H 2.7802 1.3979 0.9004 1.7 0.4 -0.2
H -2.3166 1.0473 -1.5745 -0.7 -0.3 0.7
S -0.2433 1.9482 -0.1921 1.0 -0.3 -1.6
N 3.7405 0.9810 0.7564 -1.1 3.1 0.2
O 0.9422 1.7047 1.0719 -1.7 -0.5 2.2
C 2.7084 -1.1520 0.1623 0.7 1.1 1.8
H 0.8251 2.6700 -2.2117 -1.1 -2.1 0.7
H 4.3138 1.5313 0.0600 -1.1 -1.2 0.8
C -1.5392 -1.7803 0.8427 -1.9 -2.6 1.9
H -1.5000 -2.6668 1.5735 1.1 1.6 -1.1


[8]
17
Properties=species:S:1:pos:R:3:forces:R:3 method="wB97M-V/def2-TZVPD" charge=0 lumo_energy_ha=0.0449 e_above_lowest_kcal_mol=27.2 smiles=CC[C@H]1CN1C orbital_gap_ev=10.31
C 0.7137 -2.3139 -0.7123 0.1 -0.1 0.0
N -0.1560 -1.1539 -0.8123 0.0 0.0 -0.1
C 0.2077 -0.0249 0.0234 0.1 0.2 0.1
H -0.9267 1.3934 -1.0913 0.1 0.0 0.1
C -0.1785 2.3364 0.7158 0.0 0.1 0.1
H 1.2331 -2.3778 0.2606 -0.1 0.0 -0.1
H -0.8231 -1.5781 1.2279 0.0 0.1 -0.1
H 0.7504 2.3979 1.2955 -0.1 0.0 -0.1
H 0.8063 1.7053 -1.1116 -0.1 -0.1 0.1
H 1.1102 -0.1549 0.6283 -0.1 0.0 -0.1
H 0.1162 -3.2229 -0.8379 0.1 0.1 0.0
C -0.0236 1.3832 -0.4695 0.0 0.0 -0.1
C -0.9382 -0.8948 0.3862 -0.2 0.0 0.2
H -0.4405 3.3491 0.3945 0.1 -0.1 0.0
H 1.4681 -2.2833 -1.5045 -0.1 0.0 0.1
H -0.9649 1.9813 1.3925 0.1 0.1 -0.1
H -1.9541 -0.5421 0.2147 0.2 0.0 0.0


| no. | electronic energy (a.u.) |
| --- | --- |
| 1 | -3807.58737 |
| 2 | -3402.20480 |
| 3 | -1407.02854 |
| 4 | -609.52322 |
| 5 | -170.47557 |
| 6 | -271.58128 |
| 7 | -1428.42539 |
| 8 | -251.81926 |